Formula: C23H47NO2S2Si2V
Source: the OMol25 dataset
Level of theory: ωB97M-V/def2-TZVPD

CARTESIAN COORDINATES (ANGSTROEM)
1 O -1.577 -2.561 -1.314
2 O -2.470 -1.153 -2.878
3 C -0.759 -3.736 -1.696
4 C 0.150 -4.193 -0.590
5 H -0.197 -3.386 -2.558
6 H -1.435 -4.539 -2.004
7 H 0.745 -3.398 -0.144
8 H 0.863 -4.901 -1.004
9 H -0.390 -4.713 0.199
10 C -2.104 -2.596 0.084
11 C -3.205 -3.610 0.158
12 H -2.400 -1.561 0.281
13 H -1.255 -2.851 0.730
14 H -3.948 -3.399 -0.620
15 H -3.701 -3.569 1.129
16 H -2.818 -4.628 0.006
17 C -3.443 -0.008 -2.681
18 C -2.288 -1.638 -4.273
19 C -4.362 -0.280 -1.515
20 H -4.022 0.179 -3.628
21 H -2.732 0.810 -2.443
22 H -4.792 -1.295 -1.476
23 H -5.235 0.381 -1.533
24 H -3.841 -0.071 -0.573
25 C -3.248 -2.797 -4.344
26 H -1.247 -1.966 -4.280
27 H -2.455 -0.774 -4.938
28 H -3.183 -3.419 -3.440
29 H -3.188 -3.487 -5.183
30 H -4.255 -2.370 -4.363
31 H -2.304 -1.988 -2.197
32 V 1.463 0.993 0.575
33 C 0.048 0.917 -0.639
34 Si 0.885 1.270 -2.288
35 H -0.765 1.647 -0.343
36 H -0.449 -0.103 -0.721
37 C 1.644 -0.338 -2.862
38 C 2.019 2.737 -1.993
39 C -0.318 1.691 -3.654
40 C 3.313 1.977 0.804
41 Si 4.097 1.576 2.455
42 H 3.267 3.057 0.575
43 H 3.910 1.532 -0.003
44 C 5.723 2.527 2.506
45 C 4.484 -0.257 2.730
46 C 3.045 2.154 3.912
47 H 0.280 2.307 -4.336
48 H -1.203 2.257 -3.343
49 H -0.644 0.775 -4.173
50 H 2.443 -0.720 -2.207
51 H 2.038 -0.106 -3.862
52 H 0.864 -1.118 -2.958
53 H 3.094 2.519 -1.933
54 H 1.706 3.310 -1.100
55 H 1.850 3.426 -2.834
56 H 4.606 -0.791 1.780
57 H 3.708 -0.784 3.302
58 H 5.424 -0.379 3.290
59 H 2.535 1.333 4.432
60 H 2.285 2.886 3.616
61 H 3.704 2.644 4.645
62 H 6.116 2.636 3.525
63 H 5.600 3.543 2.103
64 H 6.506 2.037 1.908
65 S 1.640 -1.044 1.367
66 C 0.754 -0.115 2.554
67 N 0.373 1.156 2.117
68 C -0.490 1.780 3.038
69 C -0.894 3.129 2.996
70 C -1.395 3.663 4.180
71 C -1.454 2.922 5.370
72 C -1.017 1.602 5.402
73 C -0.628 1.023 4.202
74 S 0.170 -0.566 4.077
75 H -0.798 3.704 2.080
76 H -1.713 4.700 4.197
77 H -1.809 3.385 6.287
78 H -0.924 1.021 6.310

highest occupied orbital energy (spin up / spin down)	-9.51 / -10.14	eV
⟨S²⟩	2.026
2S+1	3
net charge	+1
E_tot	-3428.87791	Eh
HOMO-LUMO gap (spin up / spin down)	7.4 / 8.0	eV
energy above the lowest of the compared OMol25 structures with the same formula, charge and spin	306.0	kJ/mol